Here is a structure of composition C19H30BN10O8P2Ru from OMol25. Energies are from the ωB97M-V functional and the def2-TZVPD basis.

Element x y z (Å)
Ru  0.8156  0.2864  1.0499
P  1.4998  2.8312  2.1885
P  -1.0245  2.8161  0.9603
O  1.7646  2.2993  0.7706
O  2.2149  2.2307  3.3133
O  -0.1361  2.3663  2.2784
O  -2.5218  2.6285  1.5105
O  -1.6115  -0.5487  -5.3046
O  1.4272  4.3996  2.2442
O  -0.7529  4.2270  0.6186
O  -0.8037  1.6582  0.0049
N  -2.1005  -1.7235  1.3040
N  1.8315  -1.2414  3.7276
N  0.6815  -0.3609  -1.2931
N  3.6566  -0.9486  2.0248
N  3.1091  -0.0979  1.1227
N  1.9725  -2.7707  1.7404
N  -2.7179  0.8292  -3.9049
N  -1.4557  -0.4561  1.5775
N  0.8693  -0.4234  3.2538
N  1.0753  -2.1383  0.9574
C  0.7742  -0.4336  5.4917
C  -0.4224  -0.1653  -2.0293
C  1.7896  -1.2661  5.0649
C  -1.6372  0.0998  -4.2671
C  1.9947  -4.0814  1.4635
C  -3.7289  1.3319  -1.6807
C  -4.6761  -0.5456  -4.5914
C  -3.8877  0.7406  -4.7792
C  0.2389  0.0800  4.3150
C  5.2955  0.3559  1.3230
C  1.0981  -4.3263  0.4425
C  -0.4066  0.0504  -3.3918
C  1.8608  -0.3000  -1.9217
C  4.9601  -0.6923  2.1593
C  4.0964  0.7005  0.7099
C  -2.7845  1.7699  -2.7888
C  0.5640  -3.0689  0.1535
C  0.8293  0.0924  -4.0262
C  1.9780  -0.0666  -3.2805
B  2.7939  -1.9804  2.7753
H  0.7902  4.7210  1.5679
H  2.7342  -0.4685  -1.3052
H  6.2594  0.8150  1.1948
H  -4.0637  -1.4082  -4.8492
H  -1.4621  -2.4310  1.6561
H  -1.3586  -0.2072  -1.4901
H  0.8820  -5.2654  -0.0350
H  -5.0165  -0.6508  -3.5600
H  2.4875  -1.8745  5.6155
H  0.8627  0.2383  -5.0979
H  -2.0195  0.2601  1.1253
H  -1.7873  1.9496  -2.3999
H  -2.0761  -1.8381  0.2962
H  2.6596  -4.7377  1.9997
H  -4.7654  1.3084  -2.0236
H  -4.5087  1.6083  -4.5527
H  -3.5529  0.8270  -5.8130
H  -3.1321  2.7243  -3.1948
H  -3.4913  0.3269  -1.3215
H  2.9574  -0.0292  -3.7357
H  3.4952  -2.7266  3.4060
H  0.4815  -0.2116  6.5022
H  -5.5542  -0.5442  -5.2390
H  5.5563  -1.2721  2.8442
H  -2.8853  3.4744  1.8009
H  -0.5266  0.8298  4.1893
H  -1.5713  -0.3043  2.5747
H  3.8834  1.4980  0.0186
H  -0.1355  -2.7943  -0.6175
H  -3.6656  2.0248  -0.8425

Properties
HOMO-LUMO gap (alpha / beta) = 9.16 / 7.58 eV
E_LUMO (alpha / beta) = 0.07 / -1.76 eV
Spin multiplicity = 6

Atom charges from the Mulliken analysis, given in e for atoms 1 to 2: atom 1 (Ru): 1.04, atom 2 (P): 0.69

Here is a structure of composition C8H15INO from OMol25. Energies are from the ωB97M-V functional and the def2-TZVPD basis.

Element x y z (Å)
I  -3.6109  -0.3421  0.1335
O  0.7150  2.9447  0.5160
N  -0.5166  -1.0185  -0.0366
C  -1.1969  1.5806  0.2581
C  0.3180  1.8557  0.2320
C  0.8407  -0.6553  0.4383
C  0.8514  -0.6064  1.9617
C  1.8066  -1.7267  -0.0687
C  -1.7157  0.4362  -0.5343
C  -1.6012  0.4830  -2.0170
C  1.2392  0.7119  -0.1331
H  1.3138  0.6637  -1.2203
H  0.2601  0.2237  2.3381
H  0.4710  -1.5320  2.3883
H  -2.2797  1.2611  -2.3770
H  -1.0350  -1.5319  0.6773
H  -1.6733  2.4968  -0.1127
H  1.8500  -1.7345  -1.1564
H  -0.4825  -1.5753  -0.8907
H  2.2352  0.9706  0.2302
H  -0.6027  0.7531  -2.3488
H  -1.9063  -0.4485  -2.4904
H  1.5175  -2.7165  0.2770
H  -1.4747  1.5061  1.3149
H  1.8704  -0.4755  2.3175
H  2.8066  -1.5238  0.3034

Properties
Total charge = +1
HOMO-LUMO gap (alpha / beta) = 5.83 / 7.73 eV
E_LUMO (alpha / beta) = -3.82 / -6.23 eV
Spin multiplicity = 3

Atom charges from the natural (NBO) analysis, given in e for atoms 1 to 2: atom 1 (I): 0.28, atom 2 (O): -0.16

Here is the ion C6H13N2S with charge +1 from OMol25. Energies are from the ωB97M-V functional and the def2-TZVPD basis.

Element x y z (Å)
S  -2.4792  0.9089  2.5678
N  -0.4055  0.0853  1.1226
N  -1.2133  0.3604  -1.0915
C  0.3545  -1.5591  -0.7343
C  1.3471  0.8639  -0.3264
C  2.4436  0.1338  0.5978
C  -1.6981  0.3947  1.2549
C  -2.4024  0.2122  -0.1036
C  0.0366  -0.1120  -0.2688
H  -1.1040  1.3870  -1.4584
H  -1.2795  -0.1703  -1.9815
H  0.4946  -2.2257  0.1591
H  -0.4826  -2.1043  -1.1500
H  -3.3746  0.9013  -0.3876
H  -2.8342  -0.7092  -0.1402
H  3.1086  -0.6426  0.2197
H  1.0629  1.7995  0.1905
H  1.6990  1.2280  -1.3522
H  3.1768  0.9617  0.8535
H  0.2378  0.1122  1.9266
H  2.0123  -0.2434  1.4723
H  1.2996  -1.5823  -1.3705

Properties
Total charge = +1
HOMO-LUMO gap = 8.75 eV
SMILES = CC[C@@]1(C)NC(=S)C[NH2+]1
E_LUMO = -3.52 eV
Spin multiplicity = 1

Atom charges from the natural (NBO) analysis, given in e for atoms 1 to 2: atom 1 (S): 0.03, atom 2 (N): -0.62

The calculation returns the following max |F| values, one per record and in order: 0.0143, 0.1617, 0.0817 hartree/bohr.